(1)
{"formula": "C4H7NO", "method": "ωB97M-V with the def2-TZVPD basis set", "species": ["C", "N", "C", "C", "C", "O", "H", "H", "H", "H", "H", "H", "H"], "positions_angstrom": [[0.58, 0.59, 1.55], [-0.21, -0.66, 1.56], [0.67, -0.37, 0.43], [0.29, 0.08, -0.95], [-0.90, -0.37, -1.66], [-0.84, 0.92, -1.06], [0.01, 1.48, 1.30], [1.33, 0.67, 2.32], [-1.14, -0.27, 1.54], [1.55, -1.01, 0.44], [1.15, 0.40, -1.55], [-0.91, -0.38, -2.75], [-1.57, -1.08, -1.18]], "mulliken_charge": [-0.625, -0.625, 0.042, 0.024, -0.413, -0.431, 0.252, 0.262, 0.293, 0.374, 0.350, 0.269, 0.229], "homo_energy_ev": -9.6, "e_tot_ev": -7796.426, "homo_lumo_gap_ev": 10.805}

(2)
{"formula": "C3H12N3O", "method": "ωB97M-V with the def2-TZVPD basis set", "species": ["C", "O", "H", "H", "H", "H", "C", "C", "N", "N", "N", "H", "H", "H", "H", "H", "H", "H", "H"], "positions_angstrom": [[-1.69, 2.37, -0.54], [-1.11, 2.32, 0.79], [-1.79, 2.29, 1.47], [-2.73, 2.09, -0.64], [-0.96, 1.81, -1.11], [-1.46, 3.38, -0.85], [-0.55, -0.60, -1.03], [1.25, -1.35, 0.43], [1.03, -0.31, 1.22], [0.56, -1.49, -0.70], [2.11, -2.32, 0.80], [0.73, 0.57, 0.83], [1.27, -0.38, 2.20], [0.57, -2.37, -1.18], [2.06, -3.21, 0.33], [2.90, -2.01, 1.34], [-0.05, 0.35, -1.28], [-1.06, -0.24, -0.14], [-1.07, -0.89, -1.93]], "mulliken_charge": [-0.447, -0.510, 0.301, 0.292, 0.128, 0.291, -1.274, 0.669, -0.350, -0.119, -0.394, 0.202, 0.231, 0.251, 0.219, 0.252, 0.431, 0.456, 0.370], "homo_energy_ev": -13.7, "e_tot_ev": -9817.048, "total_charge": 1, "homo_lumo_gap_ev": 10.642}

(3)
{"formula": "C5H8O2", "method": "ωB97M-V with the def2-TZVPD basis set", "species": ["C", "C", "C", "C", "O", "C", "H", "H", "H", "H", "H", "H", "O", "H", "H"], "positions_angstrom": [[0.98, -0.75, 1.19], [0.32, 0.22, 0.58], [0.79, 1.47, -0.14], [-0.64, 2.00, 0.10], [-1.15, 3.09, 0.04], [-1.15, 0.62, 0.56], [0.45, -1.57, 1.67], [2.05, -0.88, 1.07], [1.59, 1.99, 0.39], [1.05, 1.42, -1.21], [-1.61, 0.57, 1.54], [-1.82, 0.15, -0.18], [0.85, -2.25, -1.15], [0.22, -2.79, -0.68], [0.58, -1.39, -0.88]], "mulliken_charge": [-0.604, -0.008, -0.393, 0.288, -0.544, -0.442, 0.372, 0.243, 0.295, 0.232, 0.301, 0.239, -0.663, 0.327, 0.358], "homo_energy_ev": -9.9, "e_tot_ev": -9407.820, "homo_lumo_gap_ev": 10.477}

(4)
{"formula": "Cl2O2S2", "method": "ωB97M-V with the def2-TZVPD basis set", "species": ["O", "O", "S", "S", "Cl", "Cl"], "positions_angstrom": [[-0.66, 1.42, -0.99], [0.03, -0.52, 0.31], [0.27, -0.85, 3.00], [-0.16, 0.11, -1.04], [1.86, 0.27, 2.96], [-1.50, -1.33, -2.33]], "mulliken_charge": [-0.305, -0.281, 0.070, 0.703, -0.051, -0.136], "homo_energy_ev": [-9.3, -9.0], "e_tot_ev": -50806.856, "homo_lumo_gap_ev": [4.849, 6.917]}

> What is the formula in the second record?

C3H12N3O